DFT (ωB97M-V with the def2-TZVPD basis set) results for 11 unconnected molecules or ions with the total composition C84H185N11O11 at a distorted geometry.

Values from the calculation:
- Net charge: 0
- LUMO level: 0.5 eV
- Spin multiplicity: 1
- SMILES: CC1(C)CCCC(C)(C)N1O.CC1(C)CCCC(C)(C)N1O.CC1(C)CCCC(C)(C)N1O.CC1(C)CCCC(C)(C)N1O.CC1(C)CCCC(C)(C)N1O.CC1(C)CCCC(C)(C)N1O.CC1(C)CCCC(C)(C)N1O.CC1(C)CCCC(C)(C)N1O.COC[C@H](C)N.COC[C@H](C)N.COC[C@H](C)N
- Highest occupied orbital energy: -8.29 eV
- DFT total energy: -4741.0107 hartree
- Energy relative to the best compared isomer or geometry (same formula, charge and spin): 1.924 eV
- Frontier orbital gap: 0.324 Ha

Each line ends with the Mulliken charge.
CARTESIAN COORDINATES (ANGSTROEM)
O  24.89  17.47  22.00  -0.04
O  17.81  16.42  10.11  -0.50
O  19.77  12.90  19.42  0.91
O  19.96  20.52  13.08  -0.19
O  12.15  19.39  15.64  -0.61
O  22.91  15.87  17.07  0.91
O  11.37  13.94  16.73  -0.36
O  18.51  16.76  17.63  1.90
O  15.00  21.76  20.21  -0.56
O  18.09  15.26  24.36  -0.16
O  28.81  21.30  18.15  -0.56
N  27.58  20.59  18.20  0.24
N  19.11  14.24  21.95  0.18
N  13.15  19.89  14.68  0.37
N  20.00  21.21  14.35  -0.30
N  21.29  15.59  19.72  2.01
N  18.62  15.52  10.96  -0.01
N  19.20  11.60  19.22  -0.29
N  24.30  16.06  16.76  0.49
N  13.74  13.94  18.45  -0.50
N  24.29  17.51  23.36  0.16
N  15.16  20.53  19.55  0.38
C  27.85  20.67  20.65  -1.81
C  14.17  20.07  11.97  -0.72
C  14.67  18.09  15.19  -0.46
C  17.70  12.38  17.51  -1.47
C  25.70  20.05  19.52  -1.06
C  19.69  9.18  19.58  -1.14
C  18.56  10.01  17.46  -1.15
C  26.90  22.02  16.31  -1.93
C  21.67  10.71  19.27  -1.91
C  23.57  16.20  25.78  -0.62
C  13.78  19.86  19.48  2.74
C  24.45  15.77  15.29  1.77
C  20.02  12.07  16.96  -1.65
C  12.07  15.15  17.07  -0.56
C  21.57  22.74  13.51  -2.26
C  20.16  10.63  19.74  1.68
C  19.47  15.82  18.12  0.85
C  26.93  20.97  19.47  1.74
C  16.69  15.72  12.69  -0.48
C  23.92  14.35  14.85  -1.50
C  21.17  22.47  15.92  -1.88
C  26.92  20.60  16.96  1.67
C  9.99  14.05  16.61  -0.76
C  13.02  20.83  18.59  -2.52
C  20.74  16.43  10.19  -1.85
C  20.66  17.86  19.10  -0.34
C  14.78  19.16  12.98  -0.55
C  12.42  20.79  13.70  1.56
C  16.39  18.41  19.44  0.30
C  26.81  15.01  16.02  -1.12
C  20.16  16.42  19.33  0.21
C  19.36  17.68  11.76  -0.51
C  20.78  21.55  17.02  0.21
C  12.97  17.57  13.55  -1.70
C  13.82  18.68  14.06  2.69
C  20.16  10.88  21.19  -2.06
C  17.67  16.28  16.58  -0.79
C  14.12  14.10  16.04  -1.10
C  11.19  20.17  13.04  -1.62
C  20.33  18.84  15.39  -0.12
C  26.50  15.43  17.41  -1.00
C  24.79  20.29  18.31  -0.34
C  19.51  20.88  16.64  -0.88
C  19.56  20.17  15.35  4.07
C  16.94  14.60  20.79  -0.98
C  23.18  16.61  23.28  1.92
C  24.78  15.87  19.11  -1.09
C  26.19  15.87  24.13  -1.61
C  16.72  13.93  11.04  -2.13
C  17.22  14.89  23.37  -1.37
C  22.52  20.81  14.51  -1.43
C  25.58  19.89  17.16  1.07
C  25.40  17.15  24.29  1.61
C  23.74  16.82  14.53  -1.49
C  27.69  19.72  15.96  -1.88
C  26.60  22.47  19.57  -1.97
C  22.56  16.56  24.68  -1.34
C  19.53  14.97  13.50  2.00
C  17.87  15.07  21.95  1.04
C  24.78  17.16  25.68  -1.33
C  22.19  17.40  22.35  -1.19
C  18.52  14.09  12.81  -2.01
C  21.32  21.78  14.56  2.33
C  13.02  19.78  20.85  -1.85
C  13.96  18.56  18.89  -0.17
C  25.95  15.85  15.09  -0.95
C  15.04  17.72  19.46  -0.73
C  11.89  21.97  14.52  -2.08
C  19.37  8.93  18.16  -0.75
C  16.19  19.54  21.69  -1.98
C  13.52  14.79  17.28  2.47
C  19.78  16.31  11.35  2.03
C  18.13  19.85  15.00  -1.71
C  24.67  13.79  17.87  -1.98
C  23.49  15.23  22.71  -1.27
C  17.67  14.84  11.87  2.17
C  26.40  18.31  24.19  -1.95
C  13.51  21.26  12.70  -1.24
C  17.55  15.27  25.65  -0.91
C  16.29  19.80  20.19  2.46
C  25.06  15.20  17.70  2.41
C  18.89  11.45  17.78  1.82
C  20.41  15.51  12.46  -1.59
C  17.53  20.59  19.93  -2.18
H  24.32  18.15  25.85  0.38
H  26.29  16.88  15.27  -0.16
H  16.73  18.46  18.40  -0.63
H  22.29  10.23  20.04  0.47
H  20.77  22.14  17.97  0.49
H  27.08  19.61  15.03  0.32
H  20.53  18.33  20.04  0.74
H  15.66  19.75  13.38  -0.32
H  13.59  13.20  15.76  0.47
H  20.69  23.37  13.36  0.49
H  15.58  18.75  22.01  0.34
H  19.98  14.36  14.28  0.16
H  18.80  18.23  10.98  0.50
H  13.57  19.08  21.52  0.28
H  18.99  15.80  14.05  -1.23
H  26.73  21.89  15.24  0.43
H  18.06  16.14  21.91  -0.23
H  25.95  22.61  20.41  0.45
H  26.23  22.73  16.72  0.37
H  21.98  10.29  18.33  0.36
H  20.25  18.29  11.99  0.47
H  24.23  17.78  14.74  -0.02
H  18.00  19.20  14.17  0.06
H  16.52  13.59  20.95  0.46
H  19.84  12.06  15.88  0.56
H  12.87  21.77  19.13  0.54
H  22.57  20.19  15.34  -0.42
H  20.20  15.53  17.37  -0.33
H  18.80  8.02  17.98  0.54
H  23.89  14.46  23.38  0.33
H  11.48  19.40  12.28  0.31
H  17.49  9.90  17.76  0.40
H  21.11  15.43  9.91  0.45
H  22.50  17.32  21.32  -0.26
H  21.16  16.05  13.00  -0.06
H  24.63  18.26  21.53  0.12
H  27.86  15.14  15.84  0.55
H  26.16  19.04  19.54  0.05
H  20.47  11.84  21.55  0.11
H  13.64  21.06  17.69  0.50
H  15.10  13.79  16.36  -0.06
H  17.91  13.36  17.89  -0.23
H  16.18  15.07  13.40  0.24
H  19.16  20.16  17.39  -1.57
H  16.83  15.77  17.05  0.28
H  21.80  15.54  18.89  -0.36
H  24.55  13.51  15.15  0.30
H  26.73  18.47  23.18  0.32
H  25.65  15.76  19.77  0.72
H  11.97  19.46  20.75  0.42
H  16.77  11.95  17.96  0.61
H  15.76  20.44  22.20  0.36
H  27.29  20.20  21.48  0.27
H  17.88  16.00  9.25  0.37
H  15.96  16.12  11.94  0.55
H  20.38  8.94  17.63  0.22
H  13.40  19.50  11.45  0.45
H  12.05  20.45  18.28  0.42
H  13.84  14.50  19.28  0.29
H  23.87  14.32  13.75  0.51
H  22.03  23.08  16.18  0.44
H  15.23  18.30  12.58  -0.33
H  22.60  16.73  17.36  -0.57
H  19.47  13.23  20.27  -0.30
H  18.06  15.54  15.91  0.43
H  17.20  13.09  10.56  0.48
H  22.56  20.22  13.60  0.40
H  26.06  19.23  24.70  0.38
H  18.75  17.65  12.65  -0.76
H  21.25  16.82  22.58  0.31
H  17.40  14.70  19.80  -0.22
H  28.68  20.08  15.75  0.56
H  28.68  20.00  20.41  0.43
H  17.14  17.81  19.97  -0.54
H  17.55  14.26  26.02  0.35
H  19.51  16.48  20.17  -0.48
H  25.04  20.14  16.17  -0.21
H  20.82  10.17  21.61  0.64
H  25.67  18.78  17.24  -1.15
H  19.81  18.11  15.93  -0.11
H  15.43  22.41  19.65  0.35
H  23.94  15.17  25.58  0.26
H  17.97  13.48  13.53  0.16
H  25.61  14.90  24.28  0.24
H  22.16  18.44  22.68  0.42
H  26.96  15.83  24.87  0.54
H  19.57  21.10  12.43  0.29
H  18.38  19.97  20.30  0.13
H  16.08  15.24  20.74  0.47
H  14.00  17.57  15.95  0.16
H  23.91  19.65  18.45  -0.67
H  19.15  10.74  21.55  0.49
H  17.63  19.33  15.85  -0.79
H  25.16  13.09  17.19  0.35
H  18.81  21.70  16.63  0.72
H  9.48  13.10  16.36  0.25
H  13.00  18.03  18.96  0.75
H  17.22  19.42  22.17  0.29
H  27.18  14.88  18.08  0.50
H  20.30  17.00  9.35  0.39
H  18.95  14.91  18.44  -0.73
H  16.00  13.58  11.79  0.34
H  14.15  18.67  17.82  -1.11
H  19.98  14.76  22.07  -0.57
H  12.66  17.82  12.56  0.67
H  17.18  16.58  13.14  -0.65
H  23.27  16.30  26.84  0.43
H  16.57  15.73  25.74  0.35
H  23.41  21.40  14.48  0.73
H  20.91  14.68  19.92  -0.40
H  25.52  16.97  26.46  0.42
H  20.33  23.18  15.77  0.41
H  18.69  9.87  16.39  0.36
H  12.53  19.60  16.48  0.07
H  17.21  17.15  16.09  -0.77
H  15.38  17.36  14.79  -0.69
H  27.34  18.12  24.72  0.44
H  29.47  20.56  18.15  0.38
H  28.36  21.60  20.96  0.37
H  10.64  20.93  12.54  0.54
H  27.91  22.38  16.40  0.47
H  26.64  15.88  23.14  0.32
H  19.12  13.58  22.67  0.40
H  25.05  13.46  18.82  0.57
H  26.09  22.83  18.70  0.33
H  21.63  16.92  10.64  0.29
H  24.70  16.91  18.94  -0.91
H  27.71  18.66  16.26  0.33
H  11.61  15.73  17.83  0.83
H  15.24  18.84  15.82  0.29
H  21.51  20.76  17.21  -0.55
H  17.56  20.76  14.83  1.12
H  16.82  13.87  23.46  0.46
H  18.17  15.92  26.27  0.22
H  17.56  21.51  20.45  0.73
H  21.83  22.23  12.58  0.44
H  26.66  13.97  15.88  0.51
H  25.28  20.27  20.54  0.95
H  11.63  22.77  13.86  0.54
H  21.23  18.92  15.95  -0.26
H  13.04  13.21  18.52  0.27
H  23.57  13.66  17.78  0.09
H  20.18  18.45  18.27  -0.36
H  22.70  16.89  14.83  -0.30
H  22.46  23.38  13.63  0.38
H  22.08  17.49  24.81  0.64
H  18.77  9.04  20.17  0.38
H  21.77  17.82  18.91  -1.08
H  23.78  16.65  13.48  0.77
H  16.33  15.49  23.32  0.60
H  17.85  20.66  18.90  0.53
H  13.65  16.74  13.36  0.35
H  20.93  11.51  17.14  0.21
H  17.42  12.43  16.46  0.24
H  20.92  14.70  11.92  0.41
H  10.51  19.66  13.74  0.26
H  15.06  16.73  19.01  -0.27
H  14.04  15.71  17.46  -1.51
H  21.75  15.79  24.66  0.21
H  24.43  21.31  18.30  0.62
H  14.34  21.63  13.28  0.28
H  26.09  15.61  14.02  0.54
H  22.50  14.90  22.46  0.14
H  14.94  20.49  11.27  0.37
H  11.00  21.70  15.12  0.34
H  20.59  18.63  14.36  -0.23
H  24.13  15.20  21.82  0.01
H  27.53  23.05  19.68  0.47
H  22.03  11.75  19.20  0.24
H  14.12  14.77  15.22  0.13
H  13.08  20.73  21.33  0.47
H  22.90  14.25  15.26  0.05
H  23.89  15.42  19.54  -0.25
H  14.78  17.47  20.48  0.59
H  26.76  16.51  17.52  -0.06
H  9.43  14.45  17.47  0.29
H  20.48  8.58  20.01  0.36
H  12.16  15.78  16.14  -0.22
H  13.10  22.02  11.99  0.45
H  12.09  17.29  14.11  0.01
H  19.15  13.35  12.31  0.40
H  9.85  14.75  15.78  0.28
H  12.71  22.31  15.16  0.37
H  20.24  13.03  17.36  0.02
H  16.18  14.53  10.33  0.43